[1]
A structure of composition C5H8O2, computed with the ωB97M-V functional and the def2-TZVPD basis.

Results
HOMO energy = -9.34 eV
LUMO level = 0.80 eV
energy relative to the best compared isomer or geometry (same formula, charge and spin) = 59.2 kcal/mol

Atoms and positions in Å:
C 0.551806 0.129258 -1.779974
C 0.407745 -0.688370 -0.507664
O 1.475959 -0.553668 0.470652
C 0.520606 -0.279595 1.495888
C -0.175753 1.020021 1.210636
C -0.612736 -0.252564 0.526696
O -1.892654 -0.769332 0.576880
H -0.449622 0.425538 -2.125501
H 1.132319 1.040384 -1.599856
H 1.028995 -0.439529 -2.581954
H 0.259403 -1.755207 -0.728137
H 0.662956 -0.726133 2.475041
H -0.871907 1.336571 1.984852
H 0.355216 1.818894 0.694537
H -2.392333 -0.306266 -0.112097

Forces on atoms 1 to 3 (eV/Å):
0.0 0.0 0.0
-0.2 0.0 -0.3
0.1 0.0 0.0

Atomic partial charges in e from the natural (NBO) method, atoms 1 to 5:
1 C -0.641
2 C 0.083
3 O -0.513
4 C 0.076
5 C -0.478


[2]
The molecule C5H8O2, computed with the ωB97M-V functional and the def2-TZVPD basis.

Results
HOMO energy = -10.01 eV
LUMO level = 0.74 eV
energy relative to the best compared isomer or geometry (same formula, charge and spin) = 58.3 kcal/mol
SMILES = C#C[C@H](O)CCO

Atoms and positions in Å:
C -2.468428 0.281810 0.317129
C -1.494419 -0.359716 0.037245
C -0.246311 -1.003875 -0.337890
O 0.266968 -1.731163 0.769703
C 0.838330 -0.038242 -0.821050
C 0.966369 1.268851 -0.075152
O 1.391712 1.067079 1.252905
H -3.386457 0.769049 0.518793
H -0.493894 -1.685219 -1.158177
H -0.497974 -2.148629 1.186985
H 1.783230 -0.574899 -0.724138
H 0.662902 0.190742 -1.869899
H 1.705784 1.923115 -0.565626
H -0.001647 1.784059 -0.123199
H 0.973834 0.257037 1.592366

Forces on atoms 1 to 3 (eV/Å):
0.0 -0.4 -0.1
-0.3 0.8 -0.1
0.0 0.0 -0.3

Atomic partial charges in e from the natural (NBO) method, atoms 1 to 5:
1 C -0.217
2 C -0.050
3 C 0.011
4 O -0.709
5 C -0.433


[3]
A structure of composition C5H8O2 in a non-equilibrium geometry, computed with the ωB97M-V functional and the def2-TZVPD basis.

Results
HOMO energy = -9.74 eV
LUMO level = 0.91 eV
energy relative to the best compared isomer or geometry (same formula, charge and spin) = 36.3 kcal/mol

Atoms and positions in Å:
C -0.479282 1.030983 1.267016
C 0.398398 0.495709 0.140584
O 1.439197 1.368765 -0.140522
C 0.656507 -1.059435 0.155526
C -0.746194 -1.258096 -0.730756
C -0.266473 0.066860 -1.155405
O 0.145414 0.408746 -2.244238
H 0.129932 1.424645 2.088128
H -1.087596 1.856194 0.884946
H -1.144935 0.264499 1.676217
H 1.407776 1.445657 -1.113994
H 1.619434 -1.247544 -0.338484
H 0.583439 -1.575238 1.109067
H -1.050944 -1.920131 -1.557486
H -1.524691 -1.270984 0.032230

Forces on atoms 1 to 3 (eV/Å):
-0.1 0.0 0.0
-0.5 0.0 -0.2
0.2 -0.1 0.0

Atomic partial charges in e from the natural (NBO) method, atoms 1 to 5:
1 C -0.623
2 C 0.161
3 O -0.702
4 C -0.392
5 C -0.489


[4]
The molecule C5H8O2, computed with the ωB97M-V functional and the def2-TZVPD basis.

Results
HOMO energy = -9.35 eV
LUMO level = 0.64 eV
energy relative to the best compared isomer or geometry (same formula, charge and spin) = 28.3 kcal/mol
SMILES = O=C1CC(CO)C1

Atoms and positions in Å:
O -1.093132 -1.632835 2.342967
C -0.672992 -0.985094 1.423351
C -0.435099 0.509150 1.215759
C -0.547016 0.224216 -0.314405
C 0.545499 0.770871 -1.227147
O 1.779975 0.497106 -0.584556
C -0.414722 -1.301546 -0.036566
H 0.559935 0.863513 1.489028
H -1.201176 1.133500 1.690984
H -1.540798 0.568864 -0.601695
H 0.410709 1.848948 -1.394992
H 0.514659 0.279757 -2.217091
H 2.500160 0.855201 -1.113779
H 0.641201 -1.577257 -0.155172
H -1.047202 -2.054394 -0.516685

Forces on atoms 1 to 3 (eV/Å):
0.2 0.2 -0.2
0.0 -0.2 0.3
0.0 0.1 0.1

Atomic partial charges in e from the natural (NBO) method, atoms 1 to 5:
1 O -0.522
2 C 0.617
3 C -0.528
4 C -0.230
5 C -0.059


[5]
The molecule C5H8O2, computed with the ωB97M-V functional and the def2-TZVPD basis.

Results
HOMO energy = -8.81 eV
LUMO level = 0.69 eV
energy relative to the best compared isomer or geometry (same formula, charge and spin) = 25.6 kcal/mol
SMILES = C/C=C(\O)CC=O

Atoms and positions in Å:
C -2.070390 0.009712 -1.026461
C -0.975599 -0.052110 0.003177
C 0.310767 -0.325095 -0.235551
O 0.885074 -0.437646 -1.471309
C 1.325325 -0.531713 0.865119
C 1.741737 0.808192 1.431248
O 1.440324 1.190223 2.536220
H -1.768256 -0.469762 -1.968297
H -2.949012 -0.537307 -0.660449
H -2.396157 1.034955 -1.250526
H -1.252618 0.078389 1.046715
H 0.292074 -0.054807 -2.132347
H 2.195476 -1.043687 0.438350
H 0.902951 -1.133377 1.672940
H 2.334599 1.448416 0.743328

Forces on atoms 1 to 3 (eV/Å):
0.0 0.0 -0.1
0.2 -0.2 0.0
-0.3 0.1 0.3

Atomic partial charges in e from the natural (NBO) method, atoms 1 to 5:
1 C -0.647
2 C -0.299
3 C 0.320
4 O -0.686
5 C -0.561


[6]
A structure of composition C5H8O2 in a non-equilibrium geometry, computed with the ωB97M-V functional and the def2-TZVPD basis.

Results
HOMO energy = -8.60 eV
LUMO level = 0.92 eV
energy relative to the best compared isomer or geometry (same formula, charge and spin) = 60.7 kcal/mol

Atoms and positions in Å:
C -1.757207 -0.687349 0.119269
C -0.556796 0.239205 -0.236353
O -1.126180 1.450995 -0.593722
C 0.493941 0.208197 0.888921
C 1.631167 -0.427546 0.095977
C 1.172945 0.183572 -1.181539
O 1.814904 0.706695 -2.047637
H -2.389681 -0.149551 0.856738
H -2.422342 -0.916161 -0.715899
H -1.463433 -1.617947 0.617586
H -0.428748 1.905070 -1.077808
H 0.737630 1.237092 1.170155
H 0.203266 -0.363339 1.770888
H 2.658057 -0.281326 0.435956
H 1.432482 -1.487602 -0.102527

Forces on atoms 1 to 3 (eV/Å):
0.3 -0.1 -0.4
0.3 -0.2 -0.1
0.3 0.3 0.0

Atomic partial charges in e from the natural (NBO) method, atoms 1 to 5:
1 C -0.654
2 C 0.255
3 O -0.710
4 C -0.468
5 C -0.532